(1)
{
  "formula": "C41H78FInNO26S",
  "method": "ωB97M-V with the def2-TZVPD basis set",
  "elements": ["O", "F", "H", "H", "H", "C", "O", "C", "H", "H", "C", "H", "O", "C", "C", "H", "H", "H", "H", "C", "C", "H", "H", "C", "H", "H", "H", "O", "H", "O", "C", "O", "O", "C", "H", "C", "H", "H", "H", "H", "H", "H", "C", "C", "O", "H", "H", "C", "O", "H", "O", "O", "H", "H", "H", "O", "O", "H", "C", "H", "H", "C", "H", "H", "C", "H", "H", "H", "H", "O", "C", "C", "H", "C", "C", "H", "H", "H", "C", "H", "H", "H", "H", "O", "H", "O", "H", "H", "H", "H", "H", "C", "C", "H", "O", "C", "C", "H", "H", "O", "C", "H", "C", "O", "C", "C", "H", "H", "H", "H", "C", "H", "C", "H", "H", "O", "H", "In", "H", "C", "H", "O", "H", "O", "N", "C", "O", "S", "O", "H", "H", "C", "C", "H", "H", "H", "C", "H", "C", "O", "H", "C", "C", "H", "H", "H", "O", "H", "C"],
  "xyz": [[-4.52, -4.82, 0.64], [0.11, -1.66, -1.40], [-3.22, -0.39, 1.61], [4.12, -1.83, -0.19], [3.33, -0.71, 3.18], [3.32, -1.71, 0.55], [-0.81, -0.47, -2.95], [-2.12, -2.28, -2.41], [4.79, -1.29, 5.14], [-3.16, -5.09, -1.59], [-8.17, 12.52, -8.38], [-7.32, 12.71, -9.03], [3.81, -2.01, 1.86], [6.33, -4.95, -4.13], [3.72, 0.07, 3.84], [4.17, -5.48, 3.40], [-3.72, 2.40, -2.52], [-8.84, 3.64, -7.30], [-1.31, -10.65, 1.62], [0.70, -8.45, 4.32], [-2.02, -2.76, 3.04], [-6.39, -2.15, 2.65], [-4.71, -1.85, 2.21], [10.21, 5.39, 6.07], [-2.13, -1.84, 3.61], [3.92, 0.97, 3.26], [2.95, 0.33, 4.57], [5.59, 0.63, 5.31], [-5.15, 6.36, -6.02], [1.59, -9.02, 3.74], [-5.10, 5.80, -5.08], [-8.35, 10.22, -9.67], [3.90, -4.19, 1.26], [4.08, -3.31, 2.06], [-4.56, 3.16, -0.53], [5.03, 0.88, 6.48], [-2.46, -2.32, -3.44], [-0.11, -10.80, 2.91], [6.07, -5.44, -3.19], [-4.35, -4.16, -2.52], [-1.81, -3.27, -2.05], [-5.67, 6.00, -3.01], [-4.60, 0.45, -1.97], [-0.92, -1.41, -2.29], [-5.75, 4.53, -5.22], [-4.69, 0.29, -3.05], [-1.80, -10.52, 3.32], [-2.59, -0.81, 0.83], [5.70, 1.90, 7.05], [-1.87, -0.06, 0.50], [-7.42, 3.30, -5.81], [11.51, 5.68, 6.22], [-5.71, 7.78, -8.62], [2.54, -1.02, -4.69], [2.12, -9.21, 6.45], [-0.53, -8.24, 3.85], [0.78, -7.92, 5.54], [-1.70, -8.29, 2.20], [-3.91, 2.30, -0.34], [3.01, -0.66, 0.55], [-6.57, 6.68, -9.72], [-7.85, 7.87, -8.47], [-6.73, 6.85, -4.12], [7.05, -4.44, 3.25], [2.03, -8.15, 6.20], [4.18, 2.83, 8.11], [-9.46, 3.64, -5.62], [0.01, -2.73, 3.65], [8.43, 3.49, 4.84], [3.96, -4.58, -4.57], [12.02, 6.59, 5.25], [5.13, 2.34, 8.29], [7.83, 4.87, 6.86], [-8.09, 10.20, -8.50], [-0.76, -3.50, 3.55], [-2.90, -3.41, 3.12], [-0.45, -4.14, 2.72], [2.03, -7.57, 7.11], [-4.64, -4.18, -0.37], [-8.74, 7.80, -9.10], [5.42, -4.54, -6.06], [-4.77, -5.80, -1.83], [-0.94, -4.06, 4.46], [-7.52, 5.53, -6.21], [-8.21, 13.30, -7.62], [9.48, 5.87, 5.24], [-2.60, 1.24, -1.69], [1.40, -1.46, -3.42], [-9.09, 12.53, -8.95], [-4.05, 5.59, -4.88], [9.00, 2.21, 5.89], [2.41, -1.57, -3.76], [4.96, -4.77, 3.65], [5.07, -4.77, 4.74], [9.88, 4.48, 6.98], [3.83, -3.25, -4.53], [-6.95, 4.55, -5.79], [6.20, -5.21, 1.93], [0.00, -8.51, 1.86], [-8.00, 11.28, -7.70], [-0.80, -8.78, 2.55], [2.46, -2.33, 0.30], [-4.23, -4.86, -1.69], [4.59, -3.44, 3.28], [-5.69, 6.59, -3.93], [-2.60, 2.72, 0.28], [-1.39, 2.46, 1.64], [7.28, 2.63, 5.86], [8.33, 3.54, 7.89], [2.87, -7.83, 5.58], [-8.75, 3.19, -6.32], [6.54, -3.90, -3.89], [-6.58, 7.67, -9.27], [-7.93, 7.09, -7.71], [6.60, -6.15, 3.38], [-7.84, 9.12, -7.76], [7.24, -5.40, -4.53], [-3.71, -1.40, -1.02], [-5.13, 7.51, -3.77], [4.98, -0.41, 4.52], [-4.37, 1.56, 0.33], [4.64, -2.45, -4.92], [11.42, 7.50, 5.20], [-2.35, 2.35, 1.56], [-5.16, -2.91, -0.51], [8.29, 3.03, 5.82], [-1.78, 3.33, -0.31], [-1.65, -2.29, 1.32], [-7.11, -2.19, 0.31], [5.83, 3.06, 8.72], [3.08, -1.18, -2.99], [8.51, 4.02, 6.94], [-6.01, -2.54, 0.57], [-8.97, 2.12, -6.40], [5.72, -0.69, 3.77], [13.03, 6.85, 5.56], [6.28, -5.17, 3.02], [5.01, 1.51, 8.98], [5.19, -5.06, -5.12], [4.07, 0.32, 6.95], [12.06, 6.11, 4.27], [-3.61, 1.66, -1.74], [-5.57, -2.50, 2.02], [-5.30, -3.49, 2.37], [5.02, -6.11, -5.37], [-6.50, 8.42, -10.06], [2.66, -2.97, -3.96], [-5.58, 0.72, -1.56], [-1.02, -10.28, 2.60]],
  "charge": -1,
  "orbital_gap_ev": 6.55,
  "homo_ev": -4.69,
  "lumo_energy_ev": 1.857
}

---

(2)
{
  "formula": "C41H82F3N8O7SSn",
  "method": "ωB97M-V with the def2-TZVPD basis set",
  "elements": ["C", "H", "H", "C", "H", "H", "H", "C", "C", "H", "H", "C", "H", "H", "H", "O", "H", "H", "H", "N", "H", "C", "F", "H", "H", "H", "H", "H", "H", "N", "H", "C", "H", "C", "H", "H", "C", "S", "H", "N", "H", "H", "Sn", "H", "C", "C", "H", "O", "C", "H", "C", "F", "H", "H", "H", "H", "C", "H", "H", "C", "H", "H", "C", "H", "H", "H", "H", "O", "H", "N", "C", "N", "H", "C", "H", "C", "H", "C", "H", "H", "N", "H", "H", "H", "O", "C", "O", "H", "N", "H", "C", "H", "H", "F", "H", "O", "C", "C", "H", "C", "H", "C", "C", "H", "H", "H", "C", "C", "H", "C", "H", "C", "H", "H", "C", "C", "C", "C", "H", "C", "H", "H", "H", "C", "H", "C", "H", "C", "H", "H", "H", "N", "C", "H", "H", "C", "H", "H", "H", "H", "H", "O", "H"],
  "xyz": [[-10.70, 9.81, 25.82], [-17.66, 15.16, 28.11], [-6.87, 12.41, 22.16], [-8.63, 14.73, 23.41], [-14.80, 10.78, 25.52], [-5.82, 14.48, 26.65], [-7.94, 11.50, 25.51], [-6.55, 18.64, 25.35], [-14.90, 16.15, 21.99], [-12.91, 16.75, 22.29], [-10.23, 20.62, 25.96], [-13.67, 16.88, 21.51], [-4.01, 12.54, 30.29], [-18.66, 14.49, 19.39], [-13.18, 19.66, 23.65], [-17.29, 15.85, 18.62], [-12.01, 11.80, 29.62], [-14.53, 9.49, 27.94], [-12.86, 10.43, 30.14], [-7.76, 19.43, 25.19], [-18.62, 16.80, 19.91], [-17.68, 16.97, 19.40], [-10.08, 15.03, 26.14], [-5.82, 20.99, 26.41], [-15.73, 17.23, 24.99], [-15.68, 17.67, 19.77], [-7.13, 12.70, 31.26], [-13.57, 21.33, 27.60], [-5.71, 19.25, 25.02], [-15.95, 15.98, 20.92], [-7.40, 16.71, 25.27], [-7.22, 13.76, 31.51], [-17.93, 20.77, 24.32], [-10.02, 11.87, 26.34], [-18.20, 16.54, 23.80], [-17.92, 15.61, 26.43], [-13.02, 11.38, 29.62], [-12.46, 14.41, 25.20], [-4.31, 13.91, 28.08], [-16.65, 19.18, 24.94], [-13.32, 16.47, 20.55], [-19.22, 15.39, 17.95], [-10.76, 11.51, 22.79], [-6.01, 15.52, 30.99], [-9.35, 14.46, 22.24], [-5.99, 14.43, 30.87], [-12.68, 18.61, 19.78], [-12.97, 13.45, 26.17], [-13.49, 20.62, 26.80], [-11.37, 8.96, 25.81], [-13.30, 20.99, 25.44], [-11.18, 16.69, 25.32], [-6.21, 18.40, 26.37], [-6.74, 13.82, 24.18], [-5.17, 14.13, 31.52], [-11.87, 11.11, 27.03], [-9.37, 9.89, 25.41], [-15.94, 19.67, 25.46], [-13.65, 12.01, 30.25], [-14.75, 10.52, 28.25], [-8.53, 19.68, 27.17], [-7.68, 14.72, 29.06], [-16.17, 12.19, 25.09], [-13.35, 17.82, 25.33], [-14.30, 12.20, 26.06], [-15.78, 14.27, 25.22], [-16.27, 15.54, 27.18], [-11.60, 13.82, 24.16], [-2.93, 13.90, 30.70], [-13.45, 18.79, 25.57], [-17.25, 15.06, 27.11], [-5.77, 13.99, 29.50], [-14.70, 15.10, 22.22], [-7.54, 20.85, 24.97], [-7.31, 21.88, 26.86], [-16.63, 13.61, 25.43], [-15.29, 16.63, 22.88], [-15.74, 11.23, 27.34], [-8.44, 21.47, 24.88], [-11.92, 18.85, 21.36], [-11.00, 10.93, 26.53], [-8.85, 9.16, 24.81], [-13.18, 22.00, 25.06], [-8.73, 18.07, 26.40], [-13.52, 15.26, 24.70], [-17.74, 19.72, 24.31], [-13.96, 18.24, 21.36], [-8.11, 13.97, 30.90], [-15.16, 11.60, 26.02], [-15.97, 12.14, 27.90], [-13.59, 19.25, 26.85], [-6.41, 15.80, 28.57], [-10.64, 19.23, 24.88], [-11.72, 15.88, 27.25], [-16.84, 17.86, 21.18], [-13.53, 11.23, 28.31], [-10.16, 19.54, 25.80], [-4.38, 14.25, 29.12], [-16.70, 10.75, 27.21], [-13.28, 19.84, 24.71], [-19.39, 18.78, 23.27], [-6.71, 17.30, 24.65], [-3.39, 13.35, 29.89], [-5.77, 16.76, 24.54], [-8.80, 13.11, 20.56], [-7.56, 14.60, 26.70], [-12.86, 18.95, 20.81], [-11.29, 15.59, 26.04], [-13.16, 19.99, 20.73], [-17.81, 17.49, 24.15], [-2.64, 12.92, 29.24], [-8.94, 11.22, 25.79], [-10.90, 19.29, 26.58], [-16.99, 11.50, 24.90], [-6.67, 21.56, 26.04], [-6.68, 14.73, 28.62], [-16.63, 17.79, 24.80], [-8.75, 19.15, 26.23], [-13.75, 18.61, 27.70], [-18.48, 18.67, 23.83], [-15.64, 12.39, 24.15], [-15.27, 10.33, 29.19], [-17.73, 17.87, 18.79], [-8.58, 13.51, 21.54], [-7.41, 13.96, 32.55], [-6.70, 14.15, 27.21], [-18.01, 14.13, 17.77], [-18.36, 14.92, 18.43], [-8.92, 15.34, 24.24], [-7.02, 20.99, 24.02], [-6.78, 13.07, 27.15], [-7.48, 13.19, 22.29], [-16.51, 17.25, 20.33], [-7.19, 17.43, 23.67], [-10.31, 14.87, 21.99], [-7.46, 13.99, 23.40], [-16.70, 15.40, 21.29], [-4.04, 15.29, 29.14], [-10.19, 12.91, 26.52], [-6.39, 22.52, 25.59], [-15.58, 15.38, 20.18], [-17.20, 13.71, 26.68], [-17.35, 13.87, 24.64]],
  "charge": 3,
  "orbital_gap_ev": 2.27,
  "homo_ev": -12.76,
  "lumo_energy_ev": -10.492
}

---

Question: The highest charge belongs to which entry?
Answer: C41H82F3N8O7SSn

---

Question: What is the charge in the second record?
Answer: +3